# C4H14N2O

A cluster of 2 separate species, C4H14N2O in total in a non-equilibrium geometry (wB97M-V/def2-TZVPD, the OMol25 dataset).

Last columns: bonded neighbours and bond lengths (Å).
Element x y z (Å)
1 N 0.499 3.057 -0.905  C2 1.515, H7 1.108, H8 1.049
2 C -0.761 2.218 -0.892  N1 1.515, C3 1.511, H9 1.136, H10 1.128
3 C -0.426 0.780 -0.574  C2 1.511, C4 1.499, H11 1.060, H12 1.159
4 C 0.184 0.522 0.771  C3 1.499, C5 1.557, H13 1.064, H14 1.193
5 C -0.827 -0.292 1.630  C4 1.557, N6 1.475, H15 1.096, H16 1.119
6 N -1.046 -1.722 1.338  C5 1.475, H17 1.017, H18 1.062
7 H 1.241 2.484 -0.316  N1 1.108
8 H 0.809 3.131 -1.905  N1 1.049
9 H -1.478 2.680 -0.142  C2 1.136
10 H -1.232 2.184 -1.917  C2 1.128
11 H 0.324 0.566 -1.291  C3 1.060
12 H -1.318 0.089 -0.838  C3 1.159
13 H 0.990 -0.173 0.735  C4 1.064
14 H 0.610 1.551 1.199  C4 1.193
15 H -1.796 0.220 1.632  C5 1.096
16 H -0.525 -0.302 2.707  C5 1.119
17 H -0.299 -2.157 0.802  N6 1.017
18 H -1.737 -1.829 0.539  N6 1.062
19 O 1.895 -3.691 -1.083  H20 0.951, H21 0.921
20 H 1.702 -4.514 -0.648  O19 0.951
21 H 2.356 -3.122 -0.524  O19 0.921

Values from the calculation:
- HOMO-LUMO gap: 10.050 eV
- Charge: 0
- Highest occupied orbital energy: -9.37 eV
- E: -345.49184 Eh
- Relative energy (zero: lowest compared OMol25 entry of this formula, charge and spin): 52.9 kcal/mol